The following is a DFT calculation (ωB97M-V with the def2-TZVPD basis set) of a cluster of 2 separate species, H6NS2 in total.

Calculated values
Total energy   -854.4399 Ha
Highest occupied orbital energy   -0.493 Ha
Energy above the lowest of the compared OMol25 structures with the same formula, charge and spin   69.0 kJ/mol
Net charge   +1
HOMO-LUMO gap   9.029 eV

Each atom is followed by the atoms it is bonded to, with distances in Å.
Geometry (Å):
1 N 1.705 1.584 -1.716  H2 0.981, H3 1.050, H4 1.081, H5 1.115
2 H 1.675 0.603 -1.724  N1 0.981
3 H 0.805 1.822 -2.201  N1 1.050
4 H 1.711 1.783 -0.653  N1 1.081
5 H 2.639 1.965 -2.190  N1 1.115
6 S -0.839 0.415 0.229  S7 2.044, H8 1.297
7 S -0.191 -1.434 0.810  S6 2.044, H9 1.370
8 H -2.112 0.412 -0.020  S6 1.297
9 H -0.175 -1.376 2.179  S7 1.370

---

The following is a DFT calculation (ωB97M-V with the def2-TZVPD basis set) of a cluster of 3 separate species, H6O2S2 in total.

Calculated values
Total energy   -950.4346 Ha
Highest occupied orbital energy   -0.341 Ha
Energy above the lowest of the compared OMol25 structures with the same formula, charge and spin   13.8 kJ/mol
Net charge   0
HOMO-LUMO gap   9.677 eV

Each atom is followed by the atoms it is bonded to, with distances in Å.
Geometry (Å):
1 S 1.566 -0.204 1.141  S2 2.056, H3 1.341
2 S -0.391 0.141 1.670  S1 2.056, H4 1.344
3 H 1.359 -0.945 0.042  S1 1.341
4 H -0.708 1.116 0.800  S2 1.344
5 H -0.429 -0.465 -2.371  O7 0.962
6 H -0.096 -1.815 -2.985  O7 0.963
7 O 0.307 -0.985 -2.708  H5 0.962, H6 0.963
8 H -2.181 1.935 -2.493  O10 0.964
9 H -1.798 0.663 -3.159  O10 0.965
10 O -2.255 0.982 -2.372  H8 0.964, H9 0.965

---

The following is a DFT calculation (ωB97M-V with the def2-TZVPD basis set) of a cluster of 3 separate species, H6O2S2 in total.

Calculated values
Total energy   -950.4224 Ha
Highest occupied orbital energy   -0.306 Ha
Energy above the lowest of the compared OMol25 structures with the same formula, charge and spin   45.9 kJ/mol
Net charge   0
HOMO-LUMO gap   8.665 eV

Each atom is followed by the atoms it is bonded to, with distances in Å.
Geometry (Å):
1 S 2.450 -0.927 0.489  S2 2.106, H3 1.336
2 S 1.465 -2.756 0.142  S1 2.106, H4 1.339
3 H 1.503 -0.137 -0.022  S1 1.336
4 H 0.607 -2.203 -0.724  S2 1.339
5 H -1.342 2.077 2.485  O7 0.962
6 H -0.639 3.338 2.031  O7 0.962
7 O -1.102 2.566 1.692  H5 0.962, H6 0.962
8 H -1.119 -1.414 -1.879  O10 0.965
9 H -1.216 0.099 -2.065  O10 0.964
10 O -0.606 -0.643 -2.149  H8 0.965, H9 0.964

---

The following is a DFT calculation (ωB97M-V with the def2-TZVPD basis set) of a cluster of 3 separate species, H6O2S2 in total.

Calculated values
Total energy   -950.4253 Ha
Highest occupied orbital energy   -0.338 Ha
Energy above the lowest of the compared OMol25 structures with the same formula, charge and spin   38.4 kJ/mol
Net charge   0
HOMO-LUMO gap   9.215 eV

Each atom is followed by the atoms it is bonded to, with distances in Å.
Geometry (Å):
1 S -2.387 1.054 -0.179  S2 2.125, H3 1.338
2 S -1.703 -0.551 1.033  S1 2.125, H4 1.340
3 H -1.181 1.240 -0.728  S1 1.338
4 H -2.762 -1.259 0.618  S2 1.340
5 H 1.617 2.019 1.025  O7 0.963
6 H 0.605 1.407 0.086  O7 0.964
7 O 1.550 1.418 0.276  H5 0.963, H6 0.964
8 H 1.440 -1.187 -0.225  O10 0.957
9 H 1.494 -2.039 -1.428  O10 0.967
10 O 1.326 -2.103 -0.477  H8 0.957, H9 0.967

---

The following is a DFT calculation (ωB97M-V with the def2-TZVPD basis set) of a cluster of 3 separate species, H6O2S2 in total.

Calculated values
Total energy   -950.0904 Ha
Highest occupied orbital energy (alpha / beta)   -0.477 / -0.477 Ha
Energy above the lowest of the compared OMol25 structures with the same formula, charge and spin   29.2 kJ/mol
Net charge   +1
Multiplicity   2
HOMO-LUMO gap (alpha / beta)   6.599 / 3.716 eV
Expectation value of S²   0.7547

Each atom is followed by the atoms it is bonded to, with distances in Å.
Geometry (Å):
1 S -0.317 1.579 2.235  S2 2.089, H3 1.356
2 S -1.607 -0.056 2.078  S1 2.089, H4 1.388
3 H -0.754 1.669 3.516  S1 1.356
4 H -1.151 -0.416 0.817  S2 1.388
5 H 2.149 -2.120 -3.609  O7 0.948
6 H 3.201 -1.401 -4.437  O7 0.951
7 O 2.834 -2.258 -4.251  H5 0.948, H6 0.951
8 H -0.052 -0.056 -2.548  O10 0.962
9 H -0.092 -0.606 -3.851  O10 0.954
10 O 0.551 -0.496 -3.155  H8 0.962, H9 0.954

---

The following is a DFT calculation (ωB97M-V with the def2-TZVPD basis set) of a cluster of 3 separate species, H6O3 in total.

Calculated values
Total energy   -229.3135 Ha
Highest occupied orbital energy   -0.399 Ha
Energy above the lowest of the compared OMol25 structures with the same formula, charge and spin   30.5 kJ/mol
Net charge   0
HOMO-LUMO gap   11.208 eV

Each atom is followed by the atoms it is bonded to, with distances in Å.
Geometry (Å):
1 O 0.262 0.933 2.496  H2 0.961, H3 0.972
2 H 0.375 -0.021 2.543  O1 0.961
3 H 0.520 1.171 1.590  O1 0.972
4 O 0.633 1.204 -0.422  H5 0.966, H6 0.963
5 H -0.146 0.697 -0.686  O4 0.966
6 H 1.368 0.607 -0.602  O4 0.963
7 O -0.725 -1.262 -1.695  H8 0.964, H9 0.963
8 H -1.673 -1.163 -1.840  O7 0.964
9 H -0.614 -2.166 -1.383  O7 0.963